Here is an isolated molecule of C15H22O5 from the Open Molecules 2025 dataset. Energies are from ωB97M-V/def2-TZVPD.

- SMILES string: COC(C[C@@H]1O[C@H]1[C@@H](O)COCc1ccccc1)OC
- Gap between HOMO and LUMO: 10.27 eV
- E_LUMO: 0.83 eV
- Largest force on an atom: 1.571 eV/Å
- M: 282.34 g mol⁻¹
- ΔE to the lowest compared entry with this formula, charge and spin: 81.33 kcal per mole
- DFT total energy: -26147.203 eV

Each line ends with the Löwdin charge.
Atoms and positions in Å:
C1 -3.339 -1.679 -3.773  -0.090
H1 -3.873 -1.775 -4.716  0.090
H2 -3.967 -1.146 -3.054  0.088
H3 -3.101 -2.677 -3.383  0.093
O1 -2.163 -0.957 -4.064  -0.120
C2 -1.264 -0.830 -2.996  -0.409
C3 -0.050 -0.085 -3.565  -0.032
C4 1.163 -0.129 -2.657  -0.221
C5 1.176 0.510 -1.338  -0.212
H4 0.263 0.989 -0.996  0.154
C6 2.461 1.089 -0.763  -0.307
O2 2.695 2.382 -1.254  0.005
H5 2.080 2.973 -0.798  0.097
C7 2.394 1.093 0.770  -0.147
O3 1.419 2.044 1.145  -0.145
C8 1.241 2.140 2.542  -0.162
C9 0.627 0.902 3.149  -0.213
C10 -0.436 0.283 2.504  -0.036
C11 -1.008 -0.858 3.035  -0.076
C12 -0.528 -1.386 4.222  -0.089
C13 0.528 -0.770 4.872  -0.083
C14 1.109 0.366 4.334  -0.041
H6 1.938 0.839 4.840  0.111
H7 0.906 -1.180 5.797  0.102
H8 -0.975 -2.276 4.639  0.101
H9 -1.830 -1.336 2.522  0.100
H10 -0.800 0.703 1.579  0.106
H11 0.571 2.995 2.681  0.137
H12 2.201 2.365 3.030  0.128
H13 2.131 0.091 1.132  0.138
H14 3.371 1.379 1.186  0.138
H15 3.305 0.471 -1.087  0.162
O4 1.106 -0.883 -1.474  0.010
H16 2.115 -0.199 -3.176  0.152
H17 0.187 -0.546 -4.523  0.125
H18 -0.347 0.949 -3.742  0.136
O5 -1.826 -0.109 -1.926  -0.119
C15 -2.078 -0.847 -0.750  -0.096
H19 -1.148 -1.258 -0.341  0.086
H20 -2.786 -1.665 -0.918  0.086
H21 -2.512 -0.140 -0.044  0.090
H22 -0.957 -1.832 -2.640  0.165